Density functional theory data (ωB97M-V with the def2-TZVPD basis set) for C42H63N9O9 in the gas phase at a distorted geometry.

```
! RIJCOSX wB97M-V def2-TZVPD def2/J DEFGRID3
* xyz 0 1
C -4.322 -5.181 -5.061
H -5.202 -5.714 -5.414
H -3.668 -5.013 -5.912
C -4.748 -3.865 -4.420
H -5.382 -3.313 -5.118
H -5.353 -4.089 -3.538
C -3.594 -2.940 -4.008
C -2.846 -2.381 -5.217
H -3.540 -1.879 -5.886
H -2.093 -1.661 -4.904
H -2.346 -3.175 -5.765
H -4.033 -2.102 -3.456
C -2.601 -3.648 -3.065
N -1.618 -2.733 -2.555
C -1.803 -1.576 -1.888
C -0.525 -1.166 -1.549
N 0.338 -2.091 -2.037
N -0.319 -3.011 -2.629
C -0.105 -0.011 -0.778
C -0.983 1.033 -0.520
C -0.591 2.104 0.275
C 0.694 2.129 0.812
C 1.581 1.098 0.538
C 1.183 0.028 -0.251
H 1.845 -0.803 -0.440
C 2.914 1.069 1.216
O 2.999 0.972 2.429
N 4.005 1.145 0.421
C 4.005 1.296 -1.015
H 2.986 1.402 -1.383
C 4.687 0.081 -1.662
N 6.006 -0.088 -1.097
C 7.165 0.200 -1.746
O 8.244 0.182 -1.198
O 6.945 0.465 -3.045
C 8.057 0.706 -3.940
C 8.973 -0.515 -3.992
H 9.438 -0.676 -3.024
H 9.749 -0.359 -4.736
H 8.400 -1.401 -4.259
C 8.827 1.953 -3.508
H 9.606 2.172 -4.232
H 9.283 1.791 -2.535
H 8.154 2.806 -3.445
C 7.391 0.933 -5.299
H 8.146 1.128 -6.054
H 6.820 0.054 -5.586
H 6.714 1.782 -5.246
C 6.009 -0.230 0.343
H 7.045 -0.310 0.673
C 5.329 0.984 0.984
H 5.221 0.848 2.061
H 5.922 1.884 0.786
H 5.466 -1.142 0.608
H 4.767 0.218 -2.739
H 4.100 -0.821 -1.457
H 4.574 2.200 -1.270
H 1.010 2.938 1.453
C -1.570 3.123 0.605
C -1.498 4.186 1.490
N -2.751 4.692 1.515
N -3.534 3.996 0.695
N -2.848 3.073 0.150
C -3.306 5.663 2.411
C -2.544 6.989 2.379
O -2.595 7.811 3.251
O -1.836 7.120 1.259
C -1.117 8.338 1.105
H -0.578 8.253 0.165
H -0.425 8.477 1.937
H -1.808 9.182 1.077
H -4.324 5.865 2.051
C -3.373 5.106 3.844
H -2.359 4.867 4.168
C -4.273 3.862 3.949
C -3.588 2.671 4.627
H -4.338 1.915 4.863
H -3.132 2.993 5.566
C -2.525 2.040 3.730
N -1.857 0.930 4.363
C -1.509 -0.190 3.674
O -1.972 -0.498 2.601
O -0.625 -0.887 4.402
C -0.070 -2.130 3.909
C 0.645 -1.899 2.579
H 1.156 -2.809 2.274
H -0.066 -1.617 1.808
H 1.376 -1.100 2.687
C -1.178 -3.174 3.774
H -0.760 -4.114 3.427
H -1.660 -3.334 4.737
H -1.924 -2.829 3.064
C 0.934 -2.541 4.985
H 1.385 -3.494 4.727
H 0.435 -2.632 5.947
H 1.713 -1.788 5.067
H -1.320 1.116 5.197
H -2.979 1.647 2.817
H -1.780 2.795 3.448
H -4.591 3.550 2.952
H -5.172 4.115 4.511
H -3.736 5.907 4.488
H -0.695 4.607 2.057
H -1.989 1.027 -0.908
H -2.764 -1.161 -1.683
H -2.050 -4.426 -3.603
C -3.336 -4.317 -1.888
O -3.517 -5.505 -1.826
O -3.709 -3.406 -1.014
C -4.333 -3.757 0.255
C -3.410 -4.685 1.040
H -2.417 -4.246 1.107
H -3.333 -5.653 0.553
H -3.800 -4.824 2.043
C -4.499 -2.418 0.972
H -4.993 -2.572 1.927
H -3.535 -1.947 1.151
H -5.104 -1.744 0.371
C -5.689 -4.410 -0.006
H -5.562 -5.344 -0.547
H -6.320 -3.744 -0.592
H -6.181 -4.617 0.940
H -3.814 -5.815 -4.340
*
```

- E_HOMO (Eh) = -0.3087
- maximum force (eV/A) = 1.293
- relative energy (zero: lowest compared OMol25 entry of this formula, charge and spin) (kcal/mol) = 2.4

Density functional theory data (ωB97M-V with the def2-TZVPD basis set) for C10H11NO2 in the gas phase at a distorted geometry.

```
! RIJCOSX wB97M-V def2-TZVPD def2/J DEFGRID3
* xyz 0 1
C 3.767 -0.857 0.596
O 2.801 -1.128 -0.445
C 1.626 -0.420 -0.238
C 0.436 -1.284 -0.091
C -0.939 -0.697 -0.112
C -1.085 0.840 -0.046
C 0.043 1.550 -0.283
C 1.408 0.934 -0.168
O 2.462 1.835 0.127
C -2.550 1.263 -0.008
N -3.629 0.578 0.254
C -3.255 -0.857 0.405
C -2.229 -1.459 -0.358
H 3.376 -1.168 1.556
H 3.897 0.205 0.722
H 4.509 -1.410 0.083
H 0.659 -2.333 0.071
H -0.057 2.700 -0.156
H 1.919 2.638 0.049
H -2.612 2.349 -0.215
H -4.075 -1.675 0.575
H -2.875 -1.007 1.462
H -2.213 -2.654 -0.116
H -2.558 -1.428 -1.454
*
```

- E_HOMO (Eh) = -0.3050
- maximum force (eV/A) = 6.498
- SMILES = COc1cc2c(cc1O)C=NCC2
- relative energy (zero: lowest compared OMol25 entry of this formula, charge and spin) (kcal/mol) = 117.7

Density functional theory data (ωB97M-V with the def2-TZVPD basis set) for C12H25NOS in the gas phase at a distorted geometry.

```
! RIJCOSX wB97M-V def2-TZVPD def2/J DEFGRID3
* xyz 0 1
C 0.634 1.353 -3.918
C 0.713 0.385 -2.741
C -0.381 -0.693 -2.794
C -0.468 -1.553 -1.528
C 0.771 -2.417 -1.263
C 0.684 -3.205 0.055
C 0.563 -2.348 1.313
C 1.729 -1.353 1.486
C 1.669 -0.561 2.788
C 0.449 0.358 2.915
N 0.373 1.304 1.816
C -0.714 1.554 1.053
S -2.217 0.881 1.232
O -0.359 2.432 0.097
C -1.344 2.836 -0.849
H -0.328 1.844 -3.916
H 1.430 2.124 -3.860
H 0.740 0.848 -4.850
H 1.696 -0.087 -2.722
H 0.615 0.966 -1.826
H -0.201 -1.321 -3.697
H -1.334 -0.173 -2.950
H -0.617 -0.887 -0.677
H -1.341 -2.217 -1.588
H 0.879 -3.091 -2.109
H 1.669 -1.810 -1.267
H 1.581 -3.854 0.152
H -0.144 -3.869 -0.008
H 0.536 -3.033 2.157
H -0.407 -1.818 1.298
H 2.680 -1.895 1.417
H 1.734 -0.711 0.631
H 1.672 -1.230 3.653
H 2.581 0.057 2.877
H -0.480 -0.203 2.900
H 0.491 0.915 3.829
H 1.187 1.810 1.542
H -1.717 1.987 -1.397
H -2.182 3.314 -0.352
H -0.841 3.511 -1.533
*
```

- E_HOMO (Eh) = -0.3143
- maximum force (eV/A) = 1.387
- SMILES = CCCCCCCCCCNC(=S)OC
- relative energy (zero: lowest compared OMol25 entry of this formula, charge and spin) (kcal/mol) = 0.0

Density functional theory data (ωB97M-V with the def2-TZVPD basis set) for 2 unconnected molecules or ions with the total composition C5H13N2 at a distorted geometry.

```
! RIJCOSX wB97M-V def2-TZVPD def2/J DEFGRID3
* xyz 1 1
C 1.728 -0.076 1.177
C -1.202 1.296 0.724
C -0.118 -1.954 -0.816
C 1.719 1.087 -0.930
C -1.346 -0.141 0.258
N -0.377 -0.572 -0.782
N 1.211 0.290 0.124
H 1.266 -0.960 1.624
H 2.477 0.475 1.676
H -0.186 1.620 0.814
H -1.689 2.003 0.048
H -1.810 1.281 1.706
H -0.218 -2.494 0.177
H -0.954 -2.354 -1.420
H 0.777 -2.213 -1.395
H 1.833 2.054 -0.391
H 0.942 1.019 -1.764
H 2.651 0.641 -1.213
H -1.342 -0.966 1.075
H -2.285 -0.310 -0.269
*
```

- E_HOMO (Eh) = -0.5461
- maximum force (eV/A) = 4.753
- relative energy (zero: lowest compared OMol25 entry of this formula, charge and spin) (kcal/mol) = 131.6

no.,gap between HOMO and LUMO (hartree),electronic energy (eV),LUMO level (eV)
1,0.3264,-76417.943,0.48
2,0.3112,-16129.187,0.17
3,0.3447,-27223.053,0.83
4,0.3526,-8365.102,-5.27